Formula: C6H38O22
Source: the OMol25 dataset
Level of theory: the ωB97M-V functional and the def2-TZVPD basis

Geometry as XYZ:
```
66
Properties=species:S:1:pos:R:3:forces:R:3:mulliken_charge:R:1
C -1.769438 -0.464687 0.082403 2.0873 -0.4890 2.1377 -0.37
C -1.203807 0.046632 -1.069679 -2.8430 0.8260 -1.1825 -1.07
C 0.308578 0.264816 -1.199274 1.4026 0.8208 -0.2254 0.79
O 0.881691 0.780288 -2.214555 -1.5706 -0.4056 -0.0394 -0.82
C 1.104104 0.023868 -0.083758 -0.9546 -0.8930 1.7603 0.99
C 0.616030 -0.608995 1.124854 -0.3511 1.1021 -1.0562 -0.55
C -0.960598 -0.835978 1.205986 0.0926 -0.0494 -1.9927 -0.06
O -1.453428 -1.372107 2.205958 0.1548 -0.0723 0.9884 -0.29
O 1.323736 -0.898080 2.100078 -0.8467 0.3256 -0.1699 -0.43
O -2.080169 0.442437 -1.935877 2.0800 0.2306 -0.2574 -0.44
H -2.838045 -0.471664 0.234423 -0.1079 -0.1078 -0.3218 0.85
H 2.114445 0.407229 -0.119839 0.2350 -0.3546 0.0400 0.33
O -4.042455 -2.544993 1.663424 0.0734 -0.1936 -0.1953 -0.70
H -4.376468 -2.724626 0.777980 0.0276 0.0525 0.0456 0.32
H -3.122726 -2.261154 1.524838 -0.1396 0.1355 0.2087 0.26
O 4.855920 -0.260480 -0.122618 0.2882 -0.0211 -0.1104 -0.56
H 5.429404 -1.007220 0.094956 -0.1045 -0.0163 -0.2518 0.28
H 5.455457 0.422686 -0.437493 -0.0155 -0.0526 -0.0429 0.23
O -1.411450 -3.756102 3.543219 -0.2771 -0.0832 -0.2484 -0.73
H -2.229693 -4.254496 3.451838 0.0281 0.0568 -0.0233 0.29
H -1.519884 -2.993404 2.939287 0.2298 -0.1288 0.3984 0.37
O 4.019691 -0.994836 2.422820 -0.1941 0.2804 0.2217 -0.72
H 3.044319 -0.923621 2.517585 0.7755 -0.3737 -0.2905 0.37
H 4.188121 -0.839070 1.481193 -0.3551 0.1554 0.5138 0.38
O 1.465677 -3.244489 3.527828 -0.0738 0.1894 -0.0195 -0.69
H 0.638769 -3.730179 3.420521 -0.0474 0.1323 0.1431 0.34
H 1.257680 -2.339653 3.213692 0.1411 -0.6242 0.1098 0.35
O -0.140889 0.553264 4.386530 -0.3190 0.3464 0.1369 -0.71
H 0.342202 1.258717 3.936228 0.1822 -0.1659 0.1487 0.36
H -0.410188 -0.043336 3.679590 0.1655 -0.3201 -0.0842 0.24
O 0.367894 3.863528 -1.099326 -0.0717 -0.2208 0.1310 -0.67
H -0.574694 3.615421 -1.099140 0.4081 0.4244 -0.1611 0.48
H 0.803307 3.132318 -1.551519 -0.1624 0.1244 -0.0726 0.31
O -2.203467 2.739323 -4.143055 -0.3836 0.0132 0.2499 -0.69
H -2.967739 3.321305 -4.119425 0.0565 0.0125 -0.0806 0.30
H -2.359726 2.090065 -3.432977 0.2674 -0.0190 -0.0141 0.32
O 3.259385 2.662607 -1.917993 0.1583 -0.1288 0.0576 -0.81
H 2.421209 2.193622 -1.769159 0.1231 -0.2712 -0.1915 0.30
H 3.836634 2.354967 -1.211386 -0.1823 0.1371 0.1980 0.29
O 1.830107 -1.817616 -3.663664 -0.1211 0.2678 0.1454 -0.71
H 1.004848 -2.284638 -3.821844 -0.0122 0.0464 -0.0293 0.31
H 1.541856 -0.938476 -3.355800 -0.1495 -0.1725 -0.0844 0.33
O -0.815684 0.469585 -4.826415 0.0755 -0.3377 -0.1808 -0.73
H -1.192638 1.355068 -4.892352 0.0484 -0.0676 -0.0446 0.39
H -0.521942 0.415994 -3.904798 0.0740 0.1867 0.0104 0.27
O 4.137358 0.177765 -3.282826 -0.0074 -0.1026 0.0232 -0.71
H 3.959022 0.984854 -2.785342 -0.1305 0.2072 -0.2117 0.39
H 3.333250 -0.341210 -3.146569 0.3940 -0.0918 -0.0616 0.37
O -2.337915 3.461304 -1.034375 -0.2975 -0.4065 0.3234 -0.76
H -3.171058 3.563916 -1.500595 0.0379 0.0212 -0.0325 0.30
H -2.229176 2.499644 -0.939549 -0.1535 0.0115 -0.1631 0.25
O -4.087775 -1.215740 -3.290317 0.0218 0.0487 -0.0247 -0.70
H -3.407637 -0.640614 -2.893640 0.0302 -0.0293 0.1155 0.41
H -3.716672 -1.463748 -4.141919 0.0762 0.0765 0.0260 0.31
O -3.194307 0.061583 4.040316 0.0773 -0.2477 0.0231 -0.76
H -2.764994 -0.651655 3.536845 -0.0387 0.1065 0.1531 0.27
H -2.481514 0.432011 4.580272 0.0718 -0.0127 -0.2104 0.36
O -3.960009 1.861182 2.045690 0.1064 -0.2956 -0.2544 -0.69
H -3.773504 1.771621 1.105124 0.0392 0.0552 0.0785 0.35
H -3.582081 1.055496 2.455257 -0.2548 0.4781 0.2268 0.40
O 2.262603 2.090648 2.930921 -0.3029 -0.0351 -0.0905 -0.74
H 2.392773 1.199118 2.571369 0.0462 0.0781 0.1183 0.38
H 1.546036 2.463927 2.401700 0.1984 -0.0103 -0.1348 0.34
O 2.758463 -2.806844 0.019506 0.0270 0.1199 -0.0781 -0.66
H 2.338414 -1.936151 0.114228 0.1777 -0.3343 -0.0970 0.30
H 2.062785 -3.370953 -0.329380 -0.0109 0.0653 -0.0039 0.29
```
Forces are in eV/Å.

Output
- LUMO: 0.143 hartree
- Total charge: -2
- Spin multiplicity: 1
- Energy relative to the best compared isomer or geometry (same formula, charge and spin): 21.3 kcal per mole